[1]
{"formula": "C22H24Cl3NO3OsP2", "method": "wB97M-V/def2-TZVPD", "elements": ["C", "C", "C", "C", "C", "C", "C", "C", "C", "C", "C", "C", "C", "H", "H", "H", "H", "H", "H", "H", "N", "Os", "C", "H", "H", "C", "H", "H", "P", "P", "C", "H", "H", "H", "C", "H", "H", "H", "C", "H", "H", "H", "C", "H", "H", "H", "C", "O", "H", "Cl", "C", "Cl", "Cl", "C", "O", "O"], "positions_angstrom": [[2.91309, -4.06922, 1.49986], [2.25240, -3.46739, 0.42428], [0.86400, -3.70157, 0.22993], [0.16117, -4.54849, 1.14755], [0.85769, -5.11102, 2.25864], [2.20883, -4.87786, 2.41876], [-1.23090, -4.62957, 1.01230], [-1.83838, -4.25701, -0.19365], [-1.08076, -3.44652, -1.09898], [-1.68169, -2.96495, -2.29482], [-3.01909, -3.24027, -2.53367], [-3.78677, -3.99471, -1.62626], [-3.21103, -4.50761, -0.47419], [3.97338, -3.84572, 1.64589], [0.29980, -5.73716, 2.96251], [2.76843, -5.32317, 3.25471], [-1.83850, -5.04527, 1.81674], [-3.50213, -2.79908, -3.42105], [-4.84020, -4.19970, -1.85473], [-3.78383, -5.11716, 0.23708], [0.15720, -2.93551, -0.70241], [-0.05032, -0.81744, -0.19026], [2.92708, -2.50276, -0.50121], [2.68716, -2.67390, -1.55942], [4.00439, -2.46230, -0.33932], [-0.86295, -2.08873, -3.19599], [0.15563, -2.45280, -3.34440], [-1.35383, -1.90557, -4.14902], [2.25081, -0.81379, -0.13333], [-0.66216, -0.45643, -2.39489], [-2.25952, 0.40737, -2.56730], [-2.14107, 1.44744, -2.23856], [-2.57456, 0.37573, -3.61673], [-3.01408, -0.06607, -1.93075], [0.47034, 0.41925, -3.51495], [0.03317, 0.41392, -4.52315], [0.60343, 1.44963, -3.16336], [1.44182, -0.08500, -3.52885], [2.76771, -0.41083, 1.57083], [3.86227, -0.50867, 1.64193], [2.44657, 0.62430, 1.78447], [2.26438, -1.10707, 2.25681], [3.31044, 0.21892, -1.19619], [3.06099, 1.27651, -1.01644], [4.36009, 0.01304, -0.92584], [3.13550, -0.03810, -2.25132], [-1.58737, -0.00119, 0.52917], [-2.54892, 0.58013, 0.88658], [-0.64673, -1.87411, 1.12862], [0.41894, 5.27499, 0.17504], [0.75644, 3.78279, -0.76133], [-0.20069, 3.88213, -2.26481], [2.49646, 3.80172, -1.19022], [0.42448, 2.50663, 0.08166], [0.21404, 2.66782, 1.27549], [0.44331, 1.37453, -0.58059]], "forces_ev_per_a": [[-0.3, -0.1, 0.4], [-0.7, -0.1, -0.4], [0.4, -0.1, 0.8], [0.8, 0.4, 0.5], [-0.9, 0.1, -0.8], [1.4, 0.3, -0.3], [-0.4, -0.9, 0.7], [-1.0, 0.6, -0.6], [-0.4, 0.4, 0.1], [0.4, 0.1, 0.3], [-0.8, 0.1, -0.2], [-0.1, 0.2, -1.0], [1.2, -0.3, 0.7], [-0.3, -0.3, 0.0], [0.2, 0.3, -0.2], [-0.4, 0.2, -0.4], [0.2, -0.1, -0.3], [0.3, -0.5, 0.4], [0.5, 0.2, 0.2], [0.2, 0.4, -0.3], [-0.3, -0.6, 0.3], [0.2, -1.1, 0.5], [-0.5, 0.3, 0.3], [0.3, -0.2, 0.3], [0.0, 0.0, -0.1], [-0.2, 0.2, 0.3], [-0.2, -0.2, -0.1], [0.0, -0.2, -0.2], [3.0, -0.1, 0.4], [-0.7, 0.6, -1.8], [0.2, -0.1, 0.2], [0.0, -0.2, -0.1], [0.0, 0.1, 0.2], [0.0, 0.0, -0.2], [0.1, 0.1, 0.3], [0.1, 0.0, 0.2], [-0.1, -0.3, -0.1], [-0.2, 0.1, -0.1], [-0.3, 0.0, -0.2], [-0.3, 0.1, 0.0], [0.2, -0.4, 0.0], [0.2, 0.3, -0.1], [-0.5, 0.2, 0.0], [0.2, -0.4, -0.2], [-0.4, 0.1, -0.1], [0.2, 0.2, 0.4], [-6.4, 3.8, 2.3], [4.5, -2.8, -1.4], [0.8, 1.3, -0.9], [0.1, -0.9, -0.4], [0.0, 1.0, -0.1], [0.0, -0.4, 0.2], [-0.3, -0.3, 0.1], [-0.4, 0.5, 2.4], [0.3, -0.9, -1.8], [0.0, -0.9, -0.2]], "lowdin_spin": [0.1024, 0.0999, 0.0953, 0.0379, 0.1447, 0.0681, 0.3170, 0.0536, 0.1304, 0.1229, 0.0819, 0.1088, 0.1374, 0.0037, 0.0046, 0.0004, 0.0123, 0.0021, 0.0025, 0.0038, 0.3419, 1.2468, 0.0350, 0.0013, 0.0039, 0.0144, 0.0019, 0.0008, 0.1522, 0.1243, 0.0190, 0.0001, 0.0032, 0.0012, 0.0386, 0.0061, 0.0005, 0.0004, 0.0470, 0.0077, 0.0001, 0.0047, 0.0180, 0.0005, 0.0028, 0.0001, 0.1188, 0.0889, 0.0986, 0.0010, 0.0014, 0.0006, 0.0002, 0.0065, 0.0013, 0.0807], "molar_mass_da": 708.97, "total_charge": 2, "homo_ev": [-13.01, -15.07], "multiplicity": 5, "orbital_gap_ha": [0.195, 0.179]}

[2]
{"formula": "F4InN2O8S4", "method": "wB97M-V/def2-TZVPD", "elements": ["In", "N", "S", "O", "O", "F", "S", "O", "O", "F", "N", "S", "O", "O", "F", "S", "O", "O", "F"], "positions_angstrom": [[-0.62612, -3.44567, -2.81338], [-1.62807, 1.40944, -2.39014], [-0.93525, 2.74241, -2.48112], [-0.91926, 3.71217, -1.35839], [-0.71790, 3.40353, -3.79715], [0.45140, 1.99791, -2.43471], [-3.15538, 2.22343, -2.25053], [-3.64778, 3.11539, -3.28788], [-3.82203, 2.27655, -0.98680], [-3.89346, 0.89839, -2.76313], [1.69553, -2.42889, 1.72354], [3.01895, -2.58186, 2.50736], [2.98765, -3.29452, 3.74984], [4.07084, -1.59207, 2.30959], [3.69567, -3.66199, 1.46843], [1.19230, -1.45629, 3.04342], [1.83572, -0.17446, 3.33794], [0.57022, -2.14836, 4.18145], [-0.17307, -0.99508, 2.24170]], "forces_ev_per_a": [[0.0, 0.0, 0.0], [-4.8, 0.8, 0.7], [9.8, 5.4, -1.6], [-1.1, -2.4, -2.1], [-2.0, -1.1, 2.2], [1.0, 0.4, 0.8], [-8.6, -3.7, -1.7], [2.8, -0.1, 1.4], [2.4, 1.0, 0.6], [0.6, -0.5, -0.4], [-1.2, 2.3, 2.5], [10.4, -5.3, -2.9], [-0.5, 1.0, -0.5], [-2.2, 0.3, 0.8], [-1.4, 0.3, 1.0], [-8.6, 4.4, 2.3], [-0.2, -3.0, -1.2], [1.9, 0.6, -2.5], [1.8, -0.4, 0.5]], "mulliken_charge": [0.9972, -0.0317, 1.0643, -0.3679, -0.3533, -0.2573, 1.0534, -0.4062, -0.4305, -0.2750, -0.1022, 1.1280, -0.3736, -0.3767, -0.2954, 1.1071, -0.4018, -0.4137, -0.2648], "molar_mass_da": 475.08, "total_charge": 1, "homo_ev": -13.18, "e_above_lowest_kcal_mol": 140.9, "multiplicity": 1, "orbital_gap_ha": 0.065}

[3]
{"formula": "C19H41CoN4OSi2", "method": "wB97M-V/def2-TZVPD", "elements": ["Co", "C", "Si", "C", "C", "N", "C", "C", "C", "C", "C", "C", "N", "Si", "C", "C", "C", "H", "H", "H", "H", "H", "H", "H", "H", "H", "H", "H", "H", "H", "H", "H", "H", "H", "H", "H", "H", "H", "H", "N", "C", "C", "C", "N", "H", "H", "H", "H", "H", "H", "H", "H", "H", "H", "C", "C", "C", "C", "O", "H", "H", "H", "H", "H", "H", "H", "H", "H"], "positions_angstrom": [[0.01034, 0.29146, -0.08715], [-0.21146, -4.17102, -1.61249], [-0.64686, -2.38403, -2.04669], [-2.03899, -2.47952, -3.33546], [0.85495, -1.74183, -2.99941], [-1.00954, -1.37231, -0.72907], [-2.07720, -1.61253, 0.12214], [-3.01366, -2.63285, -0.07283], [-4.09021, -2.84568, 0.78359], [-4.25479, -2.01217, 1.87255], [-3.33993, -0.98452, 2.09017], [-2.24462, -0.75345, 1.25396], [-1.30737, 0.25487, 1.45068], [-1.30301, 1.43653, 2.67443], [-1.86327, 3.13213, 2.00919], [-2.34776, 1.19584, 4.23724], [0.42378, 1.59837, 3.42336], [-0.02276, -4.74036, -2.52733], [-0.99442, -4.68012, -1.04939], [0.69858, -4.19454, -1.00776], [-1.67327, -2.89207, -4.28009], [-2.44083, -1.48228, -3.53601], [-2.87179, -3.09928, -2.99965], [1.44249, -2.58457, -3.37203], [1.49826, -1.15002, -2.34917], [0.57024, -1.13821, -3.86632], [-2.90051, -3.28217, -0.93229], [-4.78720, -3.65293, 0.58973], [-5.08586, -2.14852, 2.55501], [-3.48639, -0.33830, 2.94213], [-2.90184, 3.33288, 2.28474], [-1.79524, 3.14497, 0.92138], [-1.26105, 3.95647, 2.40449], [-3.41518, 1.35080, 4.07258], [-2.01423, 1.92733, 4.97928], [-2.21153, 0.19971, 4.66366], [1.21345, 1.54974, 2.68100], [0.59922, 0.77386, 4.11888], [0.52116, 2.53293, 3.98547], [-0.18156, 1.12361, -2.19514], [0.10739, 2.37944, -2.88831], [1.30492, 3.08443, -2.28749], [1.06233, 3.66845, -0.91324], [0.94880, 2.61941, 0.08230], [0.57585, 0.46555, -2.36164], [-1.02667, 0.68609, -2.54230], [-0.77150, 3.02816, -2.82280], [0.30420, 2.21135, -3.95609], [1.60364, 3.89711, -2.95650], [2.13979, 2.37748, -2.23423], [0.13040, 4.24359, -0.91270], [1.87614, 4.37810, -0.69880], [0.80642, 3.02001, 0.99651], [1.77647, 2.03369, 0.09669], [4.31307, 0.40487, -0.29766], [3.13258, -0.38562, 0.28588], [3.14635, -0.24813, 1.81415], [3.31496, -1.87298, -0.06213], [1.95058, 0.10870, -0.23667], [5.27309, 0.05105, 0.08742], [4.20791, 1.46443, -0.04882], [4.31167, 0.30784, -1.38584], [4.02820, -0.72081, 2.25592], [2.24872, -0.71275, 2.22593], [3.14328, 0.80584, 2.10103], [4.23221, -2.28126, 0.37175], [3.35879, -2.00278, -1.14301], [2.46027, -2.43953, 0.31331]], "forces_ev_per_a": [[-0.3, -0.2, 0.1], [0.0, 0.0, 0.1], [-0.1, -0.1, -0.1], [0.0, 0.0, 0.0], [0.0, 0.0, 0.0], [0.2, 0.2, 0.0], [-0.1, -0.1, -0.1], [0.0, 0.0, 0.0], [0.0, 0.0, 0.0], [0.0, 0.0, 0.0], [0.0, 0.0, 0.0], [0.0, 0.0, 0.1], [0.0, 0.1, 0.0], [0.0, 0.1, 0.1], [0.1, 0.0, 0.0], [0.0, 0.0, 0.0], [-0.1, 0.1, -0.1], [0.0, 0.0, 0.0], [0.0, 0.0, 0.0], [0.0, 0.0, 0.0], [0.0, 0.0, 0.0], [0.0, 0.0, 0.0], [0.0, 0.0, -0.1], [0.0, 0.0, 0.0], [0.2, -0.1, 0.1], [0.0, 0.0, 0.0], [0.0, 0.0, 0.1], [0.0, 0.0, 0.0], [0.0, 0.0, 0.0], [0.0, -0.1, -0.1], [0.0, 0.0, 0.0], [0.0, 0.0, -0.1], [0.0, 0.0, 0.0], [0.0, 0.0, 0.0], [0.0, 0.0, 0.0], [0.0, 0.0, 0.0], [0.1, 0.1, -0.1], [0.0, 0.0, 0.0], [0.0, 0.0, 0.0], [0.1, -0.1, 0.0], [-0.1, -0.1, -0.1], [0.1, 0.1, -0.2], [0.0, 0.1, 0.0], [-0.2, 0.2, 0.3], [-0.1, 0.1, -0.2], [0.0, 0.0, 0.0], [0.0, 0.0, 0.0], [-0.1, 0.0, 0.0], [0.0, 0.0, 0.0], [0.1, 0.0, 0.0], [0.0, 0.0, -0.1], [0.0, 0.0, 0.1], [0.0, 0.0, 0.2], [0.2, -0.3, 0.0], [-0.1, 0.0, 0.0], [0.0, -0.3, 0.2], [0.0, 0.0, 0.0], [-0.1, 0.1, 0.0], [0.4, 0.4, -0.3], [0.0, 0.0, 0.0], [0.0, 0.0, 0.0], [0.0, 0.0, 0.0], [0.0, 0.0, 0.0], [0.0, 0.0, 0.0], [0.0, 0.0, 0.0], [0.0, 0.0, 0.0], [0.0, 0.0, -0.1], [0.0, 0.0, 0.0]], "lowdin_spin": [2.7107, 0.0018, 0.0121, 0.0020, 0.0002, 0.0591, 0.0041, 0.0030, 0.0034, 0.0007, 0.0048, 0.0022, 0.0519, 0.0109, 0.0004, 0.0018, 0.0006, 0.0003, 0.0000, 0.0000, 0.0003, 0.0001, 0.0000, 0.0000, -0.0004, 0.0001, 0.0003, 0.0003, 0.0000, 0.0004, 0.0000, -0.0004, 0.0001, 0.0000, 0.0002, 0.0000, -0.0001, 0.0000, 0.0000, 0.0262, 0.0043, 0.0002, 0.0029, 0.0214, 0.0006, 0.0007, 0.0000, 0.0015, 0.0001, -0.0001, 0.0000, 0.0014, -0.0001, -0.0003, 0.0017, 0.0079, 0.0016, 0.0004, 0.0581, 0.0005, 0.0000, 0.0001, 0.0001, 0.0000, -0.0001, 0.0000, 0.0000, -0.0001], "molar_mass_da": 456.67, "total_charge": -1, "homo_ev": [-2.98, -3.13], "e_above_lowest_kcal_mol": 0.0, "multiplicity": 4, "orbital_gap_ha": [0.214, 0.220]}